Density functional theory data (the ωB97M-V functional and the def2-TZVPD basis) for a 2-piece molecular cluster, C10H16 overall at a distorted geometry.

For the energy, the calculation gives -10628.40345 eV. The value obtained for the highest occupied orbital energy is -0.3260 Eh. For the energy above the lowest of the compared OMol25 structures with the same formula, charge and spin, the calculation gives 30.9 kcal/mol. As for the SMILES: CCc1ccccc1.CC. As for the spin multiplicity: 1. The gap between HOMO and LUMO comes out at 0.3618 hartree. The charge is 0.

Last column: Löwdin charge in e.
Positions of all 26 atoms, in Å:
C 2.73 0.55 1.65  -0.112
C 2.46 0.83 0.16  -0.192
C 0.96 0.86 -0.14  -0.246
C 0.64 0.88 -1.51  -0.062
C -0.66 1.06 -1.91  -0.091
C -1.66 1.27 -0.98  -0.107
C -1.27 1.58 0.32  -0.101
C -0.01 1.23 0.79  -0.061
H 3.56 -0.16 1.77  0.068
H 1.96 -0.09 2.08  0.067
H 2.93 1.43 2.25  0.073
H 2.84 1.79 -0.18  0.115
H 2.93 0.01 -0.39  0.106
H 1.49 0.80 -2.18  0.111
H -0.90 1.02 -2.97  0.103
H -2.71 1.36 -1.23  0.106
H -2.03 2.01 0.97  0.105
H 0.26 1.03 1.82  0.102
C -1.92 -2.71 -0.61  -0.142
C -1.54 -1.66 0.44  -0.171
H -2.90 -2.50 -1.01  0.061
H -1.08 -2.84 -1.30  0.061
H -1.85 -3.69 -0.12  0.054
H -1.35 -2.04 1.45  0.066
H -0.65 -1.16 0.07  0.035
H -2.23 -0.87 0.73  0.052